(1)
This record from the OMol25 dataset describes 2 unconnected molecules or ions with the total composition C4H12N3O. The level of theory is the ωB97M-V functional and the def2-TZVPD basis.

Structure (XYZ):
```
20
Properties=species:S:1:pos:R:3:forces:R:3:mulliken_spin:R:1
C 1.189 -2.398 1.563 0.28 0.29 -0.08 -0.033
N 1.587 -1.028 1.354 0.36 0.35 -0.01 0.166
C 1.168 0.015 2.169 -0.53 -0.28 -0.02 0.712
N 1.658 1.302 1.963 0.53 -0.38 0.20 0.103
H 2.066 -3.050 1.632 -0.07 -0.03 0.01 0.006
H 0.552 -2.760 0.752 -0.16 -0.10 0.14 0.005
H 0.663 -2.454 2.514 -0.13 -0.11 -0.07 0.023
H 2.114 -0.798 0.533 0.05 -0.07 -0.06 -0.009
H 0.544 -0.215 3.011 -0.02 0.10 0.09 0.012
H 1.950 1.592 1.049 -0.22 0.13 -0.14 0.017
H 1.376 2.019 2.601 -0.08 0.09 -0.09 -0.009
C -1.153 0.452 -0.435 -0.09 0.07 0.00 0.005
C -1.564 0.515 -1.888 0.04 0.02 0.12 0.006
N -0.795 1.332 -2.681 -0.02 0.33 -0.06 0.000
O -2.464 -0.153 -2.348 -0.06 0.01 -0.03 -0.001
H -0.833 1.417 -0.039 0.15 -0.02 -0.09 -0.005
H -0.336 -0.263 -0.328 0.03 0.05 0.08 0.006
H -1.991 0.113 0.165 -0.05 -0.13 -0.07 -0.003
H -1.179 1.574 -3.581 -0.01 -0.22 -0.05 0.000
H -0.244 2.060 -2.259 0.00 -0.10 0.13 0.000
```
Positions in Å, forces in eV/Å.

The value obtained for the largest force on an atom is 0.68 eV Å⁻¹. Its multiplicity is 2. The calculation puts the total energy at -10858.8620 eV. The energy above the lowest of the compared OMol25 structures with the same formula, charge and spin comes out at 0.0 kcal/mol.

---

(2)
This record from the OMol25 dataset describes a molecular structure, C29H26N4O5PrSTe. The level of theory is the ωB97M-V functional and the def2-TZVPD basis.

Structure (XYZ):
```
67
Properties=species:S:1:pos:R:3:forces:R:3:mulliken_spin:R:1
Pr 0.308 -0.071 -1.380 0.36 -0.73 0.03 2.015
N -3.207 -3.046 0.216 1.73 -1.77 -0.23 0.000
C -2.268 -2.097 -0.029 -0.91 0.61 -0.38 0.002
S -0.623 -2.534 -0.243 0.22 0.19 -0.13 -0.008
N -2.813 -0.881 -0.104 0.91 -0.15 0.39 -0.004
N -2.017 0.165 -0.437 -1.52 1.56 0.77 0.004
C -2.574 1.389 -0.181 1.75 -3.65 -0.86 0.001
C -3.825 1.512 0.523 -0.22 -0.17 -1.08 -0.003
C -4.856 0.659 0.107 -0.62 0.71 -0.26 0.000
C -6.103 0.839 0.657 0.00 0.24 0.14 0.000
C -6.317 1.837 1.605 -1.29 -0.91 0.54 0.000
C -5.272 2.593 2.052 0.43 1.28 0.79 0.000
C -4.023 2.497 1.455 0.34 0.45 1.19 0.000
C -1.920 2.490 -0.824 1.53 1.93 -1.42 -0.001
C -2.568 3.725 -1.065 -0.55 -0.77 1.21 0.002
C -1.876 4.820 -1.517 1.85 -0.27 -1.05 -0.001
C -0.593 4.613 -2.046 0.23 -0.67 0.24 0.001
C -0.044 3.305 -1.978 -0.88 2.10 0.70 0.000
N -0.619 2.319 -1.298 -1.40 -0.24 0.13 -0.001
H -2.947 -4.057 0.143 -0.45 1.68 0.26 0.000
H -4.149 -2.773 0.385 -0.43 0.15 0.02 0.000
H -4.694 -0.020 -0.726 -0.16 0.14 0.50 0.000
H -6.910 0.194 0.383 -0.43 -0.18 -0.29 0.000
H -7.325 1.928 2.058 0.81 0.04 -0.31 0.000
H -5.388 3.292 2.889 -0.16 -0.19 -0.49 0.000
H -3.200 3.155 1.815 -0.63 -0.63 -0.46 0.000
H -3.612 3.863 -0.778 0.35 -0.27 0.09 0.000
H -2.258 5.821 -1.504 -0.50 0.18 -0.06 0.000
H 0.024 5.426 -2.456 -0.48 -0.48 0.17 0.000
H 0.943 3.181 -2.370 0.50 -0.52 -0.20 0.000
O -0.980 -0.284 -5.639 -0.06 0.06 1.62 0.000
C -0.571 -0.988 -4.570 0.06 2.64 0.23 0.001
O -0.902 -0.684 -3.391 0.53 -0.56 -2.72 0.002
C 0.565 -1.935 -4.917 -3.01 -3.24 1.49 0.000
O 1.724 -1.267 -5.070 1.29 0.73 -0.52 0.000
C 2.756 -1.653 -4.190 1.53 0.40 0.26 0.000
C 2.523 -0.831 -2.924 -2.21 -0.01 2.76 -0.001
O 2.440 0.455 -2.846 0.18 -2.72 -0.37 0.002
O 2.028 -1.583 -1.926 1.19 1.84 -1.96 -0.005
H -1.374 0.567 -5.327 -0.09 -0.81 -0.30 0.000
H 0.465 -2.580 -3.967 0.98 0.26 -1.42 0.000
H 0.326 -2.559 -5.821 0.03 0.61 0.79 0.000
H 2.782 -2.745 -3.961 -0.32 0.90 -0.09 0.000
H 3.721 -1.392 -4.655 -0.47 0.04 0.00 0.000
Te 1.526 0.259 1.591 -0.27 -0.68 1.16 -0.005
C 3.585 0.553 1.739 0.30 -0.26 0.00 0.000
C 4.357 0.532 0.577 0.23 -0.22 0.97 0.000
C 5.733 0.353 0.780 -0.15 0.60 -0.73 0.000
C 6.287 0.468 2.041 0.52 -0.42 0.20 0.000
C 5.494 0.570 3.181 0.52 -0.20 0.94 0.000
C 4.141 0.504 3.039 -1.55 0.16 -1.38 0.000
C 1.576 -1.556 2.790 0.08 -1.27 0.38 -0.001
C 0.495 -1.822 3.662 0.53 0.48 -1.75 0.000
C 0.480 -2.982 4.425 -1.50 0.07 1.14 0.000
C 1.545 -3.857 4.467 1.34 -0.32 -0.11 0.000
C 2.681 -3.553 3.689 -1.34 0.57 -0.33 0.000
C 2.649 -2.492 2.769 -0.35 0.70 -0.31 0.000
H 3.890 0.609 -0.408 0.32 -0.30 0.25 0.000
H 6.376 0.156 -0.076 -0.05 0.24 0.16 0.000
H 7.363 0.375 2.152 -0.11 0.10 -0.03 0.000
H 5.885 0.604 4.213 0.14 -0.04 -0.85 0.000
H 3.433 0.363 3.846 0.34 0.29 0.33 0.000
H -0.390 -1.200 3.512 0.17 -0.11 0.73 0.000
H -0.415 -3.142 5.072 0.80 -0.08 -0.71 0.000
H 1.567 -4.807 5.054 -0.26 1.15 -0.33 0.000
H 3.554 -4.157 3.775 0.43 -0.51 -0.26 0.000
H 3.410 -2.438 1.970 -0.15 0.25 0.79 0.000
```
Positions in Å, forces in eV/Å.

The value obtained for the largest force on an atom is 4.67 eV Å⁻¹. Its multiplicity is 3. The calculation puts the total energy at -78885.3971 eV. The energy above the lowest of the compared OMol25 structures with the same formula, charge and spin comes out at 15.9 kcal/mol. The charge is +1.

---

(3)
This record from the OMol25 dataset describes a molecular structure, C24H7Cl72IN3O6S3. The level of theory is the ωB97M-V functional and the def2-TZVPD basis.

Structure (XYZ):
```
116
Properties=species:S:1:pos:R:3:forces:R:3:lowdin_charge:R:1
O -2.060 0.653 3.334 0.93 0.34 0.18 -0.010
C -3.132 0.196 3.397 -0.60 -0.42 -0.01 -0.863
I -4.765 1.417 2.618 -0.38 -0.44 0.19 0.805
C -3.538 -1.137 3.978 -0.88 0.04 0.13 -0.277
S -2.755 -2.517 3.085 1.98 -0.28 -1.59 0.482
O -1.931 -1.860 2.092 -0.72 0.71 0.31 -0.335
O -1.924 -3.302 3.968 -0.89 -0.14 0.87 -0.416
N -3.894 -3.305 2.309 0.13 0.03 1.05 -0.293
S -4.558 -4.584 3.022 -1.84 -0.23 0.52 0.486
O -5.879 -4.746 2.449 0.16 -0.06 -0.54 -0.348
O -4.581 -4.607 4.466 0.81 0.34 0.04 -0.330
C -3.637 -5.979 2.443 0.73 0.22 -0.42 -0.310
C -3.689 -6.042 0.912 -0.16 0.05 0.72 -0.491
S -2.139 -5.391 0.265 0.44 -0.56 -0.65 0.985
C -2.461 -3.851 -0.459 -0.56 -0.18 0.04 -0.708
N -3.350 -3.433 -1.294 -0.21 -0.56 -0.12 0.071
N -3.079 -2.101 -1.473 -0.54 1.06 -0.54 0.025
C -2.062 -1.803 -0.751 -0.52 -1.28 0.24 -0.296
O -1.623 -2.890 -0.100 1.36 0.41 0.20 -0.022
H -3.264 -1.162 5.031 0.05 -0.10 -0.18 0.047
H -4.610 -1.246 3.926 -0.22 -0.18 -0.15 0.069
H -3.988 -6.890 2.911 -0.56 -0.04 0.17 0.085
H -2.593 -5.875 2.726 0.08 0.20 0.40 0.068
H -3.757 -7.084 0.645 0.28 -0.04 -0.34 -0.034
H -4.581 -5.554 0.539 0.02 0.28 -0.28 0.085
H -1.574 -0.868 -0.609 0.14 0.29 0.20 0.102
C -3.592 5.596 0.629 0.23 -0.15 -0.07 -2.041
Cl -3.316 3.894 0.987 0.01 0.39 -0.19 0.438
Cl -2.113 6.502 0.971 -0.06 0.12 -0.05 0.468
Cl -4.017 5.793 -1.077 -0.02 0.01 -0.02 0.519
Cl -4.911 6.207 1.636 0.01 0.02 0.01 0.520
C -3.546 -10.168 -0.611 0.02 0.10 0.01 -2.030
Cl -4.094 -11.813 -0.270 0.00 -0.02 0.01 0.513
Cl -4.847 -9.020 -0.294 0.00 -0.21 -0.24 0.556
Cl -2.168 -9.780 0.427 0.03 0.01 0.02 0.529
Cl -3.059 -10.053 -2.304 0.02 0.00 -0.01 0.534
C 1.611 -5.492 2.277 -0.28 0.18 -0.08 -2.037
Cl 0.990 -7.127 2.575 -0.17 0.02 0.05 0.483
Cl 0.378 -4.325 2.688 0.10 0.00 0.15 0.619
Cl 3.058 -5.231 3.270 0.08 -0.06 -0.01 0.506
Cl 2.037 -5.328 0.565 0.03 -0.04 -0.04 0.506
C 1.252 4.051 -1.029 -0.01 -0.07 -0.09 -2.019
Cl 2.885 4.548 -1.490 -0.54 -0.23 0.01 0.486
Cl 0.075 4.890 -2.053 -0.08 0.03 0.00 0.515
Cl 1.084 2.313 -1.251 0.29 0.10 0.68 0.512
Cl 0.966 4.469 0.659 0.00 0.05 0.05 0.520
C 0.058 0.113 -4.261 -0.10 -0.08 0.01 -1.997
Cl -0.410 -0.280 -5.916 0.04 0.16 -0.10 0.516
Cl -0.109 1.843 -3.970 -0.34 -0.10 -0.69 0.500
Cl -0.962 -0.788 -3.136 0.21 0.23 -0.46 0.623
Cl 1.756 -0.339 -4.013 -0.25 -0.39 0.43 0.477
C 0.454 7.809 3.843 -0.02 -0.02 0.02 -2.033
Cl 1.517 6.408 3.963 0.02 -0.02 -0.02 0.535
Cl 0.449 8.393 2.166 -0.31 -0.39 0.30 0.453
Cl -1.177 7.359 4.327 0.01 0.02 -0.01 0.535
Cl 1.048 9.099 4.894 0.03 0.02 0.00 0.530
C -0.600 -4.036 -7.137 0.04 0.00 0.13 -2.049
Cl 0.968 -3.336 -7.559 0.02 0.01 -0.03 0.514
Cl -1.854 -3.331 -8.171 -0.02 0.02 -0.04 0.511
Cl -0.552 -5.782 -7.392 0.21 0.05 0.18 0.495
Cl -0.969 -3.689 -5.453 -0.04 -0.10 0.04 0.530
C 2.755 11.342 -0.474 -0.01 -0.06 -0.04 -2.020
Cl 3.216 10.372 -1.873 -0.07 0.26 -0.20 0.511
Cl 2.030 10.291 0.751 0.26 0.41 -0.25 0.467
Cl 4.192 12.119 0.199 0.05 0.01 0.00 0.509
Cl 1.593 12.575 -0.967 -0.08 -0.19 0.12 0.508
C -0.476 -1.238 7.267 -0.02 -0.10 -0.08 -2.009
Cl 1.193 -0.684 7.486 0.01 0.02 0.02 0.517
Cl -1.502 -0.513 8.518 0.18 -0.11 -0.14 0.476
Cl -1.056 -0.754 5.680 0.71 0.23 0.39 0.668
Cl -0.536 -2.994 7.406 0.00 -0.01 0.01 0.554
C 4.349 2.008 -7.027 -0.02 -0.03 0.04 -2.036
Cl 3.860 1.626 -8.683 0.00 0.00 -0.01 0.522
Cl 4.140 3.739 -6.737 0.00 0.01 0.00 0.522
Cl 3.351 1.094 -5.890 0.30 0.33 -0.41 0.479
Cl 6.045 1.571 -6.797 -0.09 0.05 -0.04 0.484
C -3.925 0.112 11.791 0.00 -0.02 -0.01 -2.054
Cl -2.895 -1.310 11.960 0.01 -0.01 0.00 0.524
Cl -3.711 0.805 10.183 -0.19 0.13 0.15 0.498
Cl -5.614 -0.353 12.011 -0.02 0.00 0.01 0.523
Cl -3.481 1.310 13.013 0.00 0.02 0.02 0.515
C -2.519 -8.395 -9.878 -0.03 0.04 0.01 -2.059
Cl -2.972 -8.820 -11.533 0.01 -0.01 -0.02 0.517
Cl -2.717 -6.663 -9.632 -0.20 -0.07 -0.21 0.498
Cl -3.546 -9.274 -8.743 -0.01 -0.01 0.01 0.526
Cl -0.829 -8.836 -9.602 0.03 -0.01 0.00 0.513
C 8.602 -0.638 -4.469 -0.05 -0.01 0.02 -2.056
Cl 9.595 -2.097 -4.538 0.02 -0.01 -0.01 0.523
Cl 8.913 0.348 -5.906 0.12 -0.04 0.01 0.494
Cl 6.898 -1.088 -4.416 0.00 0.00 0.00 0.523
Cl 9.014 0.288 -3.024 0.01 0.02 0.01 0.526
C 1.542 16.070 -3.412 0.03 0.00 0.01 -2.060
Cl 1.110 17.685 -2.840 -0.01 0.01 0.00 0.521
Cl 2.268 16.189 -5.018 0.00 0.00 -0.02 0.522
Cl 2.692 15.336 -2.297 0.09 0.21 -0.09 0.500
Cl 0.089 15.068 -3.497 -0.02 -0.01 0.00 0.518
C 3.782 -9.552 0.421 -0.06 0.07 0.01 -2.051
Cl 4.961 -9.371 -0.885 0.02 -0.01 -0.02 0.517
Cl 3.914 -8.195 1.532 0.29 -0.13 -0.04 0.501
Cl 2.153 -9.595 -0.261 -0.02 0.00 -0.01 0.516
Cl 4.096 -11.063 1.287 0.01 -0.03 0.00 0.515
C 8.622 12.214 0.485 -0.02 -0.04 -0.04 -2.061
Cl 8.813 10.504 0.878 0.01 -0.01 0.01 0.515
Cl 10.163 13.047 0.711 0.01 0.01 0.00 0.523
Cl 8.100 12.379 -1.193 -0.01 -0.01 -0.01 0.521
Cl 7.407 12.927 1.550 -0.01 0.03 0.04 0.509
C -6.726 -10.117 2.970 0.04 0.17 -0.04 -2.052
Cl -7.163 -10.683 1.354 -0.25 -0.16 0.13 0.487
Cl -6.905 -8.366 3.047 0.04 0.01 -0.01 0.561
Cl -7.774 -10.884 4.171 0.00 -0.01 0.00 0.519
Cl -5.041 -10.548 3.296 0.03 -0.02 0.01 0.509
C 5.362 7.099 -1.263 -0.02 0.06 0.04 -2.039
Cl 5.612 5.389 -0.903 0.62 0.17 0.06 0.502
Cl 6.872 7.986 -1.018 0.01 0.02 -0.01 0.515
Cl 4.847 7.274 -2.946 0.01 0.00 -0.04 0.517
Cl 4.121 7.757 -0.200 0.08 -0.27 0.21 0.498
```
Positions in Å, forces in eV/Å.

The value obtained for the largest force on an atom is 2.55 eV Å⁻¹. The calculation puts the total energy at -983971.6681 eV. The charge is -1.

---

(4)
This record from the OMol25 dataset describes a single C15H25BO2 molecule. The level of theory is the ωB97M-V functional and the def2-TZVPD basis.

Structure (XYZ):
```
43
Properties=species:S:1:pos:R:3:forces:R:3:lowdin_charge:R:1
C 4.491 -0.219 1.307 0.01 -0.15 0.57 -0.122
C 3.830 -1.125 0.285 -0.20 -0.45 0.19 -0.296
C 2.680 -0.430 -0.405 -0.73 0.07 0.27 -0.257
C 1.834 -1.356 -1.282 -0.02 0.20 -0.39 -0.209
C 0.819 -0.623 -2.193 1.19 -0.20 0.24 -0.211
C 0.039 0.482 -1.484 -0.33 -0.05 -0.80 -0.208
C -0.984 0.995 -2.508 -0.80 1.07 0.61 -0.204
C -2.340 0.244 -2.467 -0.22 1.11 -0.20 -0.183
C -3.227 0.684 -1.257 -0.52 0.21 -0.75 -0.147
C -2.774 0.146 0.066 0.51 0.21 -0.26 -0.236
C -2.613 -1.233 0.236 0.12 1.01 0.44 -0.041
C -1.934 -1.745 1.323 -0.58 -0.14 -0.16 -0.073
C -1.492 -0.879 2.296 0.45 -0.86 1.67 -0.069
C -1.765 0.463 2.205 0.61 2.72 0.37 -0.101
B -1.169 1.634 3.118 0.66 -1.46 0.50 -0.548
O -1.868 2.827 3.213 0.98 -0.16 0.41 0.153
O 0.080 1.350 3.696 -0.99 1.43 0.37 0.133
C -2.327 1.018 1.059 -0.62 -2.03 -0.27 0.000
H 5.280 -0.778 1.838 -0.30 0.34 0.05 0.071
H 4.956 0.679 0.878 -0.17 -0.25 -0.11 0.074
H 3.712 0.124 2.015 0.56 -0.15 -0.08 0.074
H 3.487 -2.076 0.757 0.09 0.66 -0.10 0.120
H 4.543 -1.438 -0.463 0.41 -0.13 -0.34 0.099
H 3.071 0.419 -0.966 0.03 0.08 -0.26 0.118
H 2.029 0.012 0.370 0.13 -0.09 -0.21 0.110
H 1.277 -2.030 -0.619 0.18 -0.09 -0.12 0.110
H 2.515 -1.949 -1.919 -0.31 -0.02 0.29 0.112
H 1.376 -0.239 -3.102 -0.64 -0.01 1.00 0.129
H 0.107 -1.347 -2.587 -0.06 -0.15 -0.05 0.102
H 0.691 1.292 -1.160 0.17 0.06 -0.10 0.107
H -0.508 0.163 -0.577 0.59 -0.24 -0.48 0.099
H -1.183 2.073 -2.289 -0.11 -0.62 -0.16 0.114
H -0.570 1.008 -3.521 0.05 -0.26 0.11 0.103
H -2.214 -0.824 -2.459 0.31 -0.62 0.22 0.086
H -2.872 0.419 -3.421 0.04 0.22 0.48 0.110
H -3.237 1.785 -1.194 0.03 -0.33 -0.14 0.112
H -4.278 0.394 -1.442 0.36 -0.05 -0.01 0.119
H -3.008 -1.868 -0.508 -0.27 -0.76 -0.75 0.103
H -1.839 -2.809 1.437 0.20 -0.29 0.01 0.103
H -1.010 -1.302 3.219 -0.39 0.47 -0.99 0.128
H -1.516 3.556 3.764 0.00 -0.90 -0.48 0.124
H 0.322 0.424 3.778 -0.22 0.07 -0.41 0.080
H -2.409 2.077 0.964 -0.18 0.54 -0.16 0.112
```
Positions in Å, forces in eV/Å.

The value obtained for the largest force on an atom is 2.81 eV Å⁻¹. The calculation puts the total energy at -20734.9203 eV. The energy above the lowest of the compared OMol25 structures with the same formula, charge and spin comes out at 7.1 kcal/mol.

---

(5)
This record from the OMol25 dataset describes a molecular structure, C3H3O2Pr. The level of theory is the ωB97M-V functional and the def2-TZVPD basis.

Structure (XYZ):
```
9
Properties=species:S:1:pos:R:3:forces:R:3:mulliken_spin:R:1
C 0.191 0.368 -1.601 -0.35 -1.43 -0.13 0.002
C -0.643 0.304 -0.558 -0.93 0.91 -0.48 0.001
H 0.775 -0.495 -1.922 0.00 0.07 -0.13 0.000
H -1.411 1.048 -0.341 -0.45 -0.75 0.19 0.000
H 0.118 1.216 -2.281 0.46 0.47 0.38 0.000
O -0.898 -1.185 0.077 -1.36 2.45 1.94 0.003
C -0.480 -0.596 1.100 5.81 -2.68 -4.21 0.003
O 0.620 -0.594 1.630 -3.78 0.92 1.62 0.000
Pr 1.728 -0.066 3.897 0.60 0.05 0.82 2.990
```
Positions in Å, forces in eV/Å.

The value obtained for the largest force on an atom is 7.66 eV Å⁻¹. Its multiplicity is 4. The calculation puts the total energy at -21284.5643 eV. The energy above the lowest of the compared OMol25 structures with the same formula, charge and spin comes out at 101.0 kcal/mol. The charge is +3.

---

(6)
This record from the OMol25 dataset describes 2 unconnected molecules or ions with the total composition C2H7N5O. The level of theory is the ωB97M-V functional and the def2-TZVPD basis.

Structure (XYZ):
```
15
Properties=species:S:1:pos:R:3:forces:R:3:lowdin_charge:R:1
C -1.499 1.057 -0.042 2.24 -2.34 -0.71 -0.072
C 1.562 -0.323 -0.058 2.89 1.09 0.59 -0.567
H -3.417 -0.274 0.379 1.46 -1.66 -1.69 0.093
H -2.896 -1.579 0.974 1.68 0.13 -1.29 0.085
H -2.516 2.134 0.101 3.16 -3.99 -0.65 0.247
H 1.628 1.408 0.809 -2.76 -0.98 -1.78 0.170
H 1.424 -2.218 -0.710 1.51 -2.72 -0.89 0.039
H -0.127 -1.314 0.023 2.50 -1.12 -1.81 0.104
H 3.483 -0.929 0.467 -2.31 3.08 -1.14 0.103
N -2.687 -1.058 0.064 -2.11 2.89 2.96 -0.039
N -1.391 -0.342 0.073 -4.16 5.64 0.04 -0.105
N 0.788 0.795 0.365 1.85 2.04 1.25 -0.035
N 0.933 -1.480 -0.384 -3.53 4.75 2.48 0.115
N 2.841 0.026 0.220 -0.17 -4.64 0.15 0.011
O -0.169 1.598 -0.475 -2.23 -2.18 2.49 -0.149
```
Positions in Å, forces in eV/Å.

The value obtained for the largest force on an atom is 7.01 eV Å⁻¹. The calculation puts the total energy at -11677.3118 eV. The energy above the lowest of the compared OMol25 structures with the same formula, charge and spin comes out at 182.1 kcal/mol.